# 1
Below is the molecule C5H13N2P3, with properties calculated with ωB97M-V/def2-TZVPD.

Each line ends with the natural charge from an NBO analysis.
CARTESIAN COORDINATES (ANGSTROEM)
1 H 2.333 0.913 2.509  -0.032
2 C 1.001 0.197 0.710  0.103
3 C 0.445 -1.015 -0.030  -0.604
4 H -0.290 2.457 2.382  0.224
5 H 2.610 -2.086 -0.480  -0.059
6 C -0.956 -0.738 -0.759  0.064
7 H 2.722 -1.077 2.175  -0.007
8 N 0.296 1.237 0.820  -0.476
9 H -2.801 -1.543 -2.361  0.208
10 P 1.511 -1.829 -1.331  0.396
11 H 2.199 -0.687 -1.505  -0.040
12 H 0.234 -1.757 0.842  0.251
13 H 1.588 2.363 2.035  0.190
14 H -2.588 0.244 -2.330  0.189
15 P 2.695 0.096 1.490  0.254
16 H -1.697 -0.089 1.394  -0.021
17 H 0.437 3.220 0.910  0.222
18 N -0.967 -1.078 -1.956  -0.430
19 H -1.985 -0.797 -3.695  0.207
20 C 0.549 2.393 1.660  -0.441
21 P -1.974 0.534 0.118  0.318
22 C -2.219 -0.729 -2.645  -0.437
23 H -3.142 -0.227 0.047  -0.077

Output
orbital gap = 9.36 eV
total charge = 0
SMILES = C/N=C(\P)C(P)/C(P)=N/C


# 2
Below is a cluster of 6 separate species, C38H84N8O6 in total, with properties calculated with ωB97M-V/def2-TZVPD.

Each line ends with the Mulliken charge.
CARTESIAN COORDINATES (ANGSTROEM)
1 C 2.794 0.631 11.661  -1.489
2 H -9.870 -0.592 9.121  0.423
3 H -4.208 -6.573 11.484  0.642
4 H -4.711 -4.859 18.827  0.373
5 C -8.325 -1.692 10.912  -1.442
6 C 2.141 1.313 10.476  -0.603
7 H -1.102 3.213 13.183  0.358
8 H -7.350 -4.090 9.503  0.116
9 C -7.307 -1.442 7.270  1.488
10 H -1.702 -8.704 8.968  0.463
11 H -6.045 -2.944 17.116  0.259
12 H -6.039 -0.420 5.716  0.459
13 H -3.834 -6.615 8.741  0.351
14 H -5.680 -5.309 17.478  0.451
15 O -5.963 -1.824 9.206  0.116
16 C -3.749 0.898 9.543  0.227
17 H 1.771 -1.780 11.592  0.425
18 C -3.867 -2.000 17.999  1.711
19 H -7.338 -1.977 11.275  -0.062
20 N -4.182 -2.967 16.926  1.349
21 H -0.786 0.378 13.668  0.317
22 H 0.273 -6.025 7.730  0.454
23 H -3.627 -5.967 15.475  0.535
24 H -3.601 -1.780 15.160  -0.212
25 H 3.517 -0.123 11.349  0.517
26 H -2.176 -1.452 14.167  0.181
27 N 0.819 1.162 13.005  0.283
28 C -9.660 -1.614 8.801  -1.464
29 H 0.357 -0.992 11.279  0.159
30 H -7.504 -2.600 5.446  0.327
31 C -4.948 -2.102 19.107  -1.810
32 H 0.917 -7.337 9.900  0.382
33 H -9.708 -2.567 6.846  0.358
34 C -6.152 -0.533 6.793  -1.991
35 H -5.636 -0.971 9.538  0.082
36 H -5.153 -0.786 7.162  0.249
37 H -4.786 -2.936 19.791  0.415
38 H 2.881 1.523 9.699  0.418
39 H -5.993 -2.148 18.785  0.331
40 H -1.664 -1.700 18.292  0.447
41 N -2.373 -6.356 9.865  0.180
42 H 3.194 0.555 14.242  0.466
43 H -2.546 -3.389 10.240  0.236
44 H -9.132 -2.178 11.457  0.457
45 H -8.602 0.207 7.419  0.423
46 H -8.994 -4.161 10.069  0.484
47 H 2.116 -0.854 14.662  0.318
48 C -0.349 -5.554 8.491  -1.736
49 H 3.356 1.412 12.180  0.416
50 H -4.482 -4.874 11.060  -0.054
51 C -8.342 -3.659 9.352  -1.698
52 H 3.417 -0.971 13.515  0.377
53 H -1.503 0.830 11.906  0.305
54 C -0.104 -7.242 10.279  -1.376
55 C -4.643 -5.285 17.828  -1.819
56 H 1.983 3.267 11.506  0.435
57 H -0.373 -8.273 10.528  0.489
58 H -1.926 -5.434 17.286  0.510
59 C 1.373 2.522 10.992  -1.274
60 N -4.972 -2.484 13.261  -0.122
61 H -2.097 0.197 8.639  0.220
62 H -4.746 -0.197 17.041  0.390
63 H -2.745 -4.401 19.334  0.341
64 H 0.985 2.972 10.075  0.330
65 H -4.315 -6.322 17.885  0.356
66 O -0.069 0.918 14.047  -0.473
67 H -8.598 -0.463 5.747  0.385
68 H -8.731 -3.894 8.361  0.404
69 H -1.731 -3.632 11.848  0.161
70 C -3.809 -4.397 16.900  1.154
71 C -3.871 -4.903 15.458  -1.928
72 C 1.046 -1.147 12.116  -1.587
73 O -3.258 -5.855 8.873  -0.468
74 C -8.578 -0.699 6.810  -1.220
75 C -0.166 3.420 12.662  -2.196
76 H -4.967 -1.194 19.716  0.493
77 H -2.588 -2.033 19.673  0.387
78 H -1.018 -4.803 8.071  0.256
79 N -2.809 -0.042 9.302  -0.174
80 C -2.127 -3.808 18.657  -0.790
81 C -1.942 -4.048 10.857  -1.361
82 H -3.852 -5.414 12.658  -0.058
83 C -8.345 -2.127 9.443  1.746
84 H -1.327 -5.375 12.881  0.153
85 H -6.034 -3.039 6.318  0.400
86 C -2.490 -2.332 18.621  -1.261
87 H -3.073 -4.473 14.847  0.142
88 H 0.310 -5.017 9.173  0.358
89 N -7.244 -1.488 8.722  0.230
90 H -0.925 -3.912 10.469  0.107
91 H -0.587 0.789 10.459  -0.121
92 C -9.771 -1.550 7.230  -0.577
93 O -5.481 -2.722 16.355  -0.509
94 C -3.818 -1.783 13.082  0.399
95 C -2.303 -4.410 17.259  -1.233
96 C -7.078 -2.733 6.441  -1.648
97 C 0.274 2.095 12.006  2.112
98 N -4.606 0.585 10.573  -0.277
99 H -0.296 4.259 11.981  0.371
100 C 1.761 0.086 12.689  1.953
101 C -1.091 -6.706 9.236  1.624
102 H -0.460 -8.396 7.876  0.407
103 H 0.407 -7.183 12.239  0.476
104 H -3.481 0.146 18.193  0.466
105 C -1.439 -6.157 12.126  -1.149
106 H 1.471 0.629 9.943  0.278
107 H 0.444 -1.658 12.870  0.406
108 C -0.039 -6.429 11.583  -0.720
109 H -7.450 -3.671 6.864  0.322
110 H 0.614 3.718 13.365  0.553
111 O -3.338 -1.459 11.995  0.001
112 H -1.760 -3.820 16.521  0.396
113 C -0.894 1.467 11.248  -1.620
114 H -2.097 -7.822 7.532  0.344
115 H -1.122 -3.939 19.064  0.461
116 H -1.634 2.218 10.968  0.534
117 H -5.415 -2.613 14.157  0.204
118 C -1.335 -7.907 8.308  -1.898
119 H -5.233 1.305 10.881  0.172
120 C 2.629 -0.301 13.876  -1.971
121 N -3.163 -1.618 14.268  -0.279
122 H -8.513 -0.618 10.943  0.443
123 H -6.231 0.469 7.236  0.461
124 H -3.049 -0.542 16.689  0.512
125 C -3.821 -0.590 17.462  -2.240
126 O -3.732 2.019 9.028  -0.718
127 H -10.433 -2.311 9.137  0.343
128 C -3.812 -5.558 11.578  -1.463
129 H -4.276 -0.089 11.271  0.196
130 H -1.866 -7.057 12.566  0.503
131 H -5.397 -2.831 12.415  -0.176
132 C -2.362 -5.502 11.068  2.418
133 H 0.583 -5.541 11.500  0.206
134 H -10.708 -1.026 7.053  0.398
135 H -4.786 -4.646 14.931  0.368
136 H -2.863 -0.949 9.733  0.169

Output
orbital gap = 8.25 eV
total charge = 0
SMILES = CC1(C)CCCC(C)(C)N1O.CC1(C)CCCC(C)(C)N1O.CC1(C)CCCC(C)(C)N1O.CC1(C)CCCC(C)(C)N1O.NC(N)=O.NC(N)=O


# 3
Below is a structure of composition C29H31N5O7P2S2ScTe, with properties calculated with ωB97M-V/def2-TZVPD.

Each line ends with the Mulliken charge.
CARTESIAN COORDINATES (ANGSTROEM)
1 H -0.617 3.408 -0.194  0.217
2 C -1.756 1.170 -2.268  0.788
3 C 3.056 2.453 -0.768  -0.995
4 N -3.776 1.444 -0.924  0.926
5 C 1.697 -4.725 -0.844  -0.993
6 H 5.093 -0.056 -2.931  0.427
7 N 3.448 -7.738 -0.764  -0.555
8 C 2.850 -4.921 1.259  0.642
9 C 0.382 3.500 -0.625  -1.324
10 N 0.244 1.060 -3.730  0.546
11 H -5.514 -0.063 0.916  0.227
12 N -3.866 2.776 -5.595  1.053
13 P 3.385 -0.298 -1.204  1.411
14 C -1.806 1.906 -4.597  -0.665
15 H 2.313 1.840 2.229  0.352
16 H 0.290 3.407 -1.708  0.318
17 H 2.139 3.576 1.842  0.422
18 P 1.416 2.138 -0.002  1.382
19 H 2.599 -3.272 2.591  0.506
20 H 5.010 1.487 -0.877  0.534
21 N 4.400 -6.186 2.896  -0.554
22 O -5.022 1.459 -0.863  -0.714
23 C 4.019 -0.253 -2.912  -1.437
24 C 2.524 -5.448 0.002  0.661
25 C 3.704 -5.632 2.167  -0.164
26 H -6.101 1.873 7.006  0.345
27 O -3.084 1.918 0.179  -0.494
28 H 4.106 1.125 0.590  0.351
29 C 1.532 -2.933 0.771  0.249
30 H -3.912 2.855 5.742  0.400
31 C -3.098 1.594 -2.168  -0.651
32 O 0.781 1.253 -4.846  -0.781
33 C -4.216 2.175 4.953  -0.889
34 H 4.243 -1.562 0.662  0.319
35 H 3.817 -1.218 -3.378  0.362
36 H 1.440 -5.136 -1.811  0.518
37 C 2.345 -3.682 1.622  -0.841
38 C 4.008 1.285 -0.488  -1.225
39 C -3.288 1.825 3.977  1.234
40 H 2.879 2.548 -1.843  0.271
41 H 5.535 -1.240 -0.527  0.482
42 H -4.773 -1.399 1.785  0.321
43 H 4.313 -2.499 -0.829  0.327
44 H 0.718 2.584 2.251  0.057
45 C -3.138 2.238 -4.445  -0.551
46 H 3.474 0.501 -3.479  0.335
47 C -5.509 1.675 4.947  0.748
48 O 1.033 0.686 -2.720  -0.238
49 O -1.182 0.599 -1.242  0.297
50 H -7.438 1.553 5.896  0.338
51 H -6.698 3.154 5.957  0.323
52 C -5.865 0.789 3.941  -0.931
53 H 0.804 4.476 -0.376  0.492
54 C -1.915 2.440 4.093  -1.496
55 O -5.045 3.046 -5.449  -0.657
56 H 3.469 3.400 -0.409  0.574
57 C 4.485 -1.511 -0.399  -1.280
58 C -3.673 0.946 2.952  -0.278
59 C -3.805 2.100 -3.243  -0.377
60 Sc 0.602 -0.310 -0.971  -0.245
61 C 3.035 -6.721 -0.421  -0.197
62 H -4.841 2.374 -3.131  0.618
63 C -4.972 0.408 2.943  0.809
64 H -1.631 2.523 5.142  0.437
65 O -3.260 2.919 -6.641  -0.648
66 S 0.112 -2.670 -1.627  -0.581
67 H -1.156 1.858 3.578  0.121
68 H -1.297 2.032 -5.539  0.672
69 C -6.493 2.083 6.009  -1.494
70 C -1.103 1.385 -3.515  0.012
71 C -5.452 -0.552 1.889  -1.559
72 C 1.684 2.588 1.746  -0.950
73 H -1.910 3.446 3.666  0.328
74 H -6.869 0.379 3.927  0.238
75 Te -2.343 0.464 1.372  0.409
76 C 1.185 -3.472 -0.494  0.339
77 S 0.996 -1.355 1.327  -0.378
78 H -6.440 -0.930 2.149  0.401

Output
orbital gap (spin up / spin down) = 6.14 / 7.29 eV
total charge = -1


# 4
Below is the molecule C19H24N4O3, with properties calculated with ωB97M-V/def2-TZVPD.

Each line ends with the natural charge from an NBO analysis.
CARTESIAN COORDINATES (ANGSTROEM)
1 C 1.111 0.316 0.221  -0.157
2 H -2.112 5.633 -0.332  0.234
3 H 2.813 -3.458 -1.610  0.240
4 H -0.747 6.537 1.543  0.209
5 C 1.803 -1.817 -0.685  -0.003
6 H -1.406 7.786 -0.947  0.209
7 C -1.201 3.682 -0.389  0.543
8 H -1.869 -6.683 -0.782  0.473
9 C 0.067 -5.659 0.608  -0.173
10 H 0.644 -2.400 -2.474  0.225
11 C -1.127 -4.768 2.451  -0.221
12 H 0.469 -6.046 2.691  0.382
13 C 0.740 7.922 -0.220  -0.419
14 C 0.384 6.443 -0.374  -0.235
15 H -1.109 -3.192 1.097  0.216
16 H 3.565 -2.854 -0.162  0.199
17 H 0.023 -6.742 0.507  0.219
18 H 1.622 -3.735 1.154  0.414
19 H 1.688 8.227 -0.722  0.220
20 C -1.630 -4.114 1.184  -0.434
21 H -0.687 -0.480 -2.553  0.218
22 H -2.717 -3.887 1.207  0.235
23 H -1.842 -5.531 2.758  0.176
24 H -1.120 -4.515 -0.891  0.193
25 O 1.361 -5.440 -1.446  -0.633
26 H -2.214 4.719 1.193  0.242
27 H 0.315 5.123 1.373  0.224
28 C 0.829 -1.666 -1.699  -0.240
29 O -1.760 3.339 -1.616  -0.303
30 C 0.205 0.520 -0.852  -0.134
31 N -0.503 2.696 0.076  -0.507
32 C 1.207 -5.099 -0.294  0.687
33 O -2.216 -6.059 -0.114  -0.724
34 C 2.632 -3.067 -0.617  -0.247
35 H -1.093 -4.030 3.265  0.195
36 H 1.227 1.064 0.994  0.232
37 C -0.591 1.733 -0.920  0.301
38 C 1.938 -0.832 0.261  -0.225
39 N 0.176 -5.287 2.041  -0.646
40 H -0.130 7.630 -2.263  0.220
41 N 1.923 -4.014 0.231  -0.631
42 C -1.551 4.951 0.353  -0.467
43 C -0.353 5.767 0.826  -0.383
44 C -1.220 -5.048 0.093  0.090
45 H 2.700 -0.955 1.012  0.211
46 C -0.357 7.531 -1.194  -0.433
47 C 0.057 -0.533 -1.763  -0.107
48 H 1.046 5.789 -0.913  0.224
49 H 0.342 8.456 0.631  0.217
50 N -1.331 2.048 -1.942  -0.128

Output
orbital gap = 9.42 eV
total charge = 0
SMILES = O=C(NCc1ccc(-c2noc(CCC3CC3)n2)cc1)[C@H]1NCC[C@@H]1O


What maximum force values result from the calculations? In sequence: 4.14; 2.91; 0.53; 2.29 eV/A.
What DFT total energy values result from the calculations? In sequence: -36238.24955; -64970.86120; -120600.10953; -32193.81495 eV.
What relative energy (zero: lowest compared OMol25 entry of this formula, charge and spin) values result from the calculations? In sequence: 0.0; 0.0; 2.9; 101.5 kcal per mole.